[1]
The following is a DFT calculation (ωB97M-V/def2-TZVPD) of 10 unconnected molecules or ions with the total composition C20H40Cl10O5 in a non-equilibrium geometry.

```
75
Properties=species:S:1:pos:R:3:forces:R:3
H 15.5827 4.7645 23.6736 0.77 -0.26 -0.02
C 11.8772 0.0030 28.8566 -0.81 0.06 -0.94
C 15.4689 3.6904 23.8199 0.04 0.01 0.18
C 11.2566 2.8612 22.0476 0.69 1.48 -0.87
Cl 16.1794 8.6740 23.4200 -0.20 -0.43 0.77
H 14.9018 9.0269 25.3542 -0.28 -0.18 -0.25
H 14.7383 5.4162 19.6479 -0.44 0.18 -0.25
C 15.6856 1.8970 18.9493 -0.51 0.02 0.07
C 11.5874 5.1490 26.9306 -0.97 0.07 0.55
Cl 13.9211 7.0828 24.4061 0.22 0.00 0.30
C 16.5901 0.4945 27.8419 -0.39 0.05 0.61
Cl 21.1663 2.7861 25.1819 -0.15 -0.57 -0.54
C 12.5295 0.9806 26.4658 -0.04 -1.83 0.47
H 18.7109 0.1514 27.6570 0.15 0.17 0.24
Cl 14.7041 3.5559 25.4280 -0.05 -0.02 -0.43
H 11.2819 0.8195 21.6380 -0.31 -0.32 -0.16
Cl 21.1436 -0.0791 24.3146 -0.28 0.55 0.04
H 9.3585 2.1099 22.5824 -0.30 0.23 0.18
C 20.4112 1.5393 24.1257 -0.15 0.20 0.08
C 11.4215 1.7357 21.0642 0.55 -0.45 0.96
C 16.3890 5.4501 27.8684 0.55 0.56 -0.21
H 18.5558 3.6280 28.0491 -0.04 -0.16 -0.13
Cl 12.1453 4.6991 28.5708 0.09 0.18 -0.58
H 20.4858 1.8258 23.0767 0.32 0.09 0.28
H 11.3637 7.8394 20.8374 0.01 -0.23 -0.07
O 12.3445 -1.3930 26.9938 -0.05 1.13 -0.12
Cl 10.3429 3.9896 26.3710 0.39 -0.07 -0.16
H 11.2236 -0.7962 29.2062 0.38 -0.32 -0.05
H 10.9721 6.0452 27.0099 0.71 0.17 0.09
C 12.2324 -0.2414 27.3819 0.14 -0.55 0.29
H 15.9276 7.6454 25.6185 0.08 -0.44 -0.63
H 12.4627 1.7202 20.7422 -0.28 0.20 -0.37
H 14.3274 5.4214 21.3303 0.12 0.45 0.34
H 15.8934 2.6818 18.2219 -0.03 -0.50 -0.12
H 19.6053 4.5689 26.9298 -0.25 -0.29 -0.12
H 13.3932 1.4689 26.9172 -0.22 0.40 -0.02
H 11.6684 1.6332 26.3219 0.21 0.07 0.31
C 16.3279 0.6444 26.3713 -0.19 0.00 -0.06
H 16.1539 -0.2896 25.8369 0.54 -0.36 0.22
H 14.7955 3.3206 23.0467 0.06 -0.30 0.32
O 12.3296 6.1424 19.0757 -0.57 -0.20 -1.60
H 18.0263 -0.0553 29.3558 0.05 0.20 -0.24
H 17.2159 1.1421 25.9816 -0.22 0.00 -0.43
H 19.1517 5.1928 28.4755 -0.38 0.26 0.13
H 11.2414 0.8863 28.9157 0.49 0.44 0.28
H 15.6456 6.0580 27.3526 -0.22 -0.41 0.09
H 16.4493 1.1242 19.0365 -0.32 0.05 -0.46
C 17.8660 -0.1400 28.2810 0.17 -0.61 -0.60
H 19.3536 1.5209 24.3886 0.28 -0.30 0.15
C 12.0007 7.0397 21.2154 1.28 0.59 0.79
H 10.7033 1.7636 20.2448 0.06 0.09 0.05
O 17.5361 5.3993 25.7668 -0.12 0.09 0.86
H 12.4281 5.2438 26.2433 -0.23 -0.26 0.11
Cl 17.0211 2.7365 23.7566 -0.99 0.93 -0.18
C 14.2750 6.0251 20.4243 -0.56 0.08 -0.11
H 16.8306 6.0431 28.6692 -0.40 -0.12 0.47
Cl 14.0680 1.1670 18.5891 0.96 0.23 -0.03
O 15.8084 0.8509 28.6940 -0.61 0.35 -0.08
H 12.8073 7.4431 21.8276 -0.45 0.61 0.56
C 17.5525 5.1895 26.9710 0.34 -0.14 -1.19
H 15.4136 1.1971 26.1554 0.40 0.29 0.34
C 12.8112 6.3875 20.1382 0.26 -1.11 0.19
H 10.3038 2.7710 23.9350 -0.05 0.01 0.01
H 11.4561 6.3602 21.8711 -0.02 -0.27 -0.37
H 12.7821 0.0501 29.4625 -0.09 0.27 -0.02
H 17.7018 -1.1896 28.0370 0.19 -0.35 0.12
C 10.0140 2.9226 22.8952 0.29 -0.49 -0.17
H 16.0344 4.4872 28.2361 -0.31 0.20 0.17
O 12.1011 3.7497 22.0803 -0.54 -0.58 0.46
H 12.8192 0.5309 25.5161 0.06 0.26 -0.12
Cl 15.6730 2.7072 20.5092 -0.03 0.10 0.37
H 14.8087 6.9744 20.4720 0.29 -0.09 0.50
C 15.2740 8.1165 24.8843 0.24 0.96 -0.19
C 18.7744 4.6119 27.6339 0.68 0.06 -0.03
H 9.5496 3.9050 22.8098 -0.03 -0.11 -0.03
```
Forces are in eV/Å.

DFT total energy = -156849.682 eV
HOMO level = -9.131 eV
Molar mass = 715.1 g/mol
LUMO = 0.33 eV
Maximum force = 1.89 eV/A
SMILES = CC(C)=O.CC(C)=O.CC(C)=O.CC(C)=O.CC(C)=O.ClCCl.ClCCl.ClCCl.ClCCl.ClCCl
Kohn-Sham gap = 9.462 eV

Mulliken population analysis, charges in e, atoms 1 to 6: number 1, H, carries 0.22; number 2, C, carries -0.97; number 3, C, carries -0.30; number 4, C, carries 0.65; number 5, Cl, carries -0.18; number 6, H, carries 0.44



[2]
The following is a DFT calculation (ωB97M-V/def2-TZVPD) of 8 unconnected molecules or ions with the total composition C20H40Cl4O6 in a non-equilibrium geometry.

```
70
Properties=species:S:1:pos:R:3:forces:R:3
Cl 10.4881 12.8317 5.1640 0.17 -0.47 0.15
H 14.7068 17.5706 6.5864 -0.20 0.40 0.69
C 12.2901 13.6978 12.9046 1.06 -0.28 0.49
H 12.1284 18.5334 8.3947 0.26 0.54 0.13
H 9.9289 9.8147 10.7596 0.30 -0.14 -0.16
H 14.5729 14.7925 9.9445 -0.35 0.02 0.05
H 13.6740 14.3399 8.4700 -0.07 0.08 -0.05
H 7.3551 13.3641 5.7804 0.27 0.00 0.36
H 7.5126 13.9707 14.3971 0.06 0.33 -0.06
H 10.9778 17.9799 9.5723 -0.17 -0.06 -0.18
H 11.9907 21.5405 8.6494 0.06 -0.65 -0.11
H 5.9481 12.5793 5.3192 -0.12 -0.64 -0.42
H 11.7874 8.1480 8.6713 0.11 0.06 -0.04
H 8.2966 11.0574 13.7330 0.10 -0.08 0.36
H 9.0638 10.9751 9.7445 0.22 -0.04 -0.22
C 8.7158 12.9540 12.8768 -0.28 0.16 -0.89
C 9.3463 9.9272 9.8453 0.06 0.11 -0.41
H 10.4619 7.3289 7.8790 -0.15 0.29 -0.13
C 11.5967 19.9006 10.1309 -1.70 -0.74 0.63
H 9.8820 11.8081 14.1811 0.15 -0.79 -0.01
C 12.2350 21.1817 9.6492 0.13 0.66 1.34
H 15.2331 15.9759 6.4497 -0.11 -0.50 0.37
H 12.2562 15.4538 10.5695 -0.04 -0.72 -0.10
H 16.1889 17.0439 7.4110 0.01 0.20 0.16
H 12.6437 13.3429 11.9366 -0.22 -0.50 0.11
H 7.6021 11.8448 5.0018 -0.45 -0.54 0.12
H 12.0110 11.5329 6.5809 -0.66 0.36 -0.07
C 6.9439 12.3576 5.7032 -0.11 1.21 0.46
H 10.4817 7.5017 9.6378 -0.12 0.11 0.00
C 8.4657 14.1245 13.8911 1.15 -1.31 -1.43
C 9.9052 13.8317 8.3993 -0.56 -0.08 0.32
H 11.5718 13.0229 13.3699 -0.28 0.16 -0.38
O 7.1723 12.4038 8.0888 -0.60 -0.63 -1.19
C 6.2640 10.3735 7.2299 -0.36 0.12 0.25
H 10.4845 19.1889 8.3867 -0.01 0.28 0.05
C 10.0599 9.3763 8.5870 -0.70 0.14 0.75
C 11.4077 15.4014 11.2517 -0.32 0.99 1.10
C 14.5448 14.8686 8.8575 -0.13 1.03 0.53
H 7.0614 9.6694 6.9924 -0.04 -0.02 -0.43
H 9.5349 13.2959 7.5253 0.59 0.29 -0.03
H 10.6038 14.7107 10.9972 0.33 -0.03 -0.39
C 9.1810 11.5856 13.3767 -0.71 1.29 -0.21
C 6.8000 11.7752 7.1015 1.23 0.45 1.00
H 11.9583 21.9868 10.3299 -0.10 -0.01 0.15
O 11.1845 19.7026 11.2890 1.38 0.74 -2.74
O 14.1228 17.2512 9.3077 0.23 -1.71 -1.41
H 13.3107 21.0821 9.7939 0.17 -0.09 -0.39
O 11.9669 16.0065 13.4898 -0.06 -0.82 0.15
C 11.9659 11.9351 5.5688 0.45 -0.47 -0.27
H 5.3963 10.2615 6.5797 0.19 -0.32 -0.22
H 11.0389 16.4269 11.2303 -0.27 -0.02 0.19
C 10.7071 8.0054 8.6978 0.16 -0.04 0.30
H 9.5409 11.0680 12.4875 0.41 -0.04 0.45
Cl 13.3651 12.9774 5.3667 0.53 0.42 0.08
C 11.8666 15.1063 12.6823 -0.30 1.49 -0.93
H 9.0272 13.9694 9.0305 0.45 -0.28 0.46
Cl 10.5016 15.4615 8.0508 0.03 -0.20 -0.42
H 12.1309 11.1201 4.8640 -0.49 0.14 0.03
C 15.1565 16.7777 7.1841 -0.19 -0.33 -0.63
H 15.4409 14.3450 8.5246 0.03 0.36 -0.49
H 9.3003 14.1131 14.5921 -0.20 -0.04 0.34
O 10.0885 10.0080 7.5563 0.04 -0.11 0.02
C 14.4846 16.3914 8.5042 0.75 0.38 0.74
H 8.4120 9.4012 10.0416 -0.03 -0.40 -0.22
H 13.1372 13.7189 13.5902 0.09 -0.03 0.07
H 8.5897 15.0292 13.2959 -0.66 0.13 0.24
C 11.3050 18.8653 9.0271 -0.07 -0.63 1.11
H 5.9534 10.1321 8.2464 0.06 0.35 0.07
Cl 11.1839 12.8439 9.1896 -0.43 0.08 -0.40
O 8.5863 13.0927 11.6672 0.01 0.41 1.21
```
Forces are in eV/Å.

DFT total energy = -83762.194 eV
HOMO level = -9.033 eV
Molar mass = 518.3 g/mol
Energy relative to the best compared isomer or geometry (same formula, charge and spin) = 37.23 kJ/mol
LUMO = 0.42 eV
Maximum force = 3.16 eV/A
SMILES = CC(C)=O.CC(C)=O.CC(C)=O.CC(C)=O.CC(C)=O.CC(C)=O.ClCCl.ClCCl
Kohn-Sham gap = 9.449 eV

Mulliken population analysis, charges in e, atoms 1 to 6: number 1, Cl, carries -0.15; number 2, H, carries 0.34; number 3, C, carries -0.72; number 4, H, carries 0.17; number 5, H, carries 0.37; number 6, H, carries 0.32



[3]
The following is a DFT calculation (ωB97M-V/def2-TZVPD) of a molecular structure, C20H40N6O3PPdS.

```
72
Properties=species:S:1:pos:R:3:forces:R:3
C 1.9137 2.8453 -0.2871 -0.21 -0.01 -0.04
H -0.6506 1.3489 4.5238 0.01 0.02 0.00
H -4.2561 -2.0943 0.7357 0.00 0.00 0.00
P -0.9978 -1.2516 -0.9246 0.06 -0.04 -0.17
H 0.5642 -3.9211 1.2455 0.00 0.00 0.00
N 1.7228 1.4566 5.0532 0.07 -0.01 -0.03
H -0.9074 0.9219 -3.9982 -0.01 0.01 0.00
C 0.8342 3.6060 0.2617 0.09 0.04 0.06
C 2.9714 2.4531 0.5882 0.04 0.04 0.00
H 0.9322 -3.4012 -2.3831 0.00 0.01 0.00
H -0.8396 -1.5017 -4.8101 0.00 0.01 0.00
O -0.1525 4.1949 -2.1624 0.01 0.04 0.04
H -0.8783 0.5073 2.0152 0.02 -0.24 -0.02
H 0.5771 6.8707 -1.3750 0.00 0.00 -0.01
H 1.9523 3.9195 3.4704 -0.01 0.00 0.01
H 2.2266 -2.7552 0.3114 0.00 0.00 0.00
H 1.9425 5.7208 -1.2417 -0.01 -0.01 0.00
C -0.2538 -3.3082 0.8544 -0.02 0.00 0.01
H -2.7050 -3.4793 -2.4000 0.00 0.00 -0.01
H 3.8010 2.5205 2.5462 0.00 0.00 0.00
H -2.6882 -2.6830 1.2779 0.00 0.00 0.00
H -2.2437 -1.9277 -3.8447 0.00 0.00 0.00
H -0.7456 -2.8442 -3.6734 0.00 0.00 0.00
H -4.0501 -3.6240 -1.2713 0.00 0.00 0.00
H 1.1053 -4.5158 -1.0367 0.00 0.00 0.00
H -0.4780 -4.2654 -1.7694 0.00 0.00 0.00
C -0.6737 -0.8382 -2.7723 -0.07 0.08 0.01
H 1.3066 2.3672 5.1573 -0.02 0.00 -0.01
C 1.0192 6.0722 -0.7812 0.01 0.03 0.04
H 2.7344 1.4053 5.0748 -0.02 0.01 0.02
H 1.4231 -1.2185 0.6583 -0.01 0.00 0.00
H 2.0536 -1.5375 -0.9528 0.01 0.00 0.00
H -1.0528 1.2341 -2.2596 -0.04 0.07 -0.08
C -1.1575 -1.8455 -3.8190 -0.01 -0.02 0.00
N -0.8871 0.0729 2.9484 0.02 0.16 0.11
C -3.7174 -1.0133 -1.5272 -0.01 0.00 0.00
C -1.3130 0.5359 -3.0578 0.10 -0.12 0.07
C 0.4445 -3.7615 -1.4790 0.00 0.00 -0.01
C -2.7573 -1.9700 -0.8061 -0.01 0.00 -0.01
C 1.9231 3.6078 2.4326 0.02 -0.03 -0.03
C 2.9857 2.8291 1.9029 -0.03 0.01 0.01
H -2.9421 -0.9468 1.0968 0.00 0.00 0.00
H -0.4948 -2.5569 1.6057 0.00 0.00 0.00
N -0.8742 -0.0468 0.0107 -0.12 0.02 0.17
C 0.8333 -0.6168 -2.9739 0.00 0.00 -0.01
H -1.1176 -3.9585 0.7222 0.00 0.00 0.00
S -0.1492 4.6931 -0.7569 -0.03 -0.10 -0.19
O 3.8384 0.2216 4.2300 -0.04 0.02 -0.01
H -4.7443 -1.2863 -1.2611 0.00 0.01 -0.01
C 1.5587 -1.9907 -0.0983 0.00 -0.01 0.00
H 0.0552 4.5668 2.0511 -0.01 -0.01 -0.01
H 2.0507 2.8392 -1.3646 0.11 -0.01 0.02
H -0.3802 -0.7972 2.8202 -0.01 -0.01 -0.02
Pd 0.2400 1.6460 0.0065 0.08 0.18 0.05
H 1.2227 0.0853 -2.2332 -0.01 0.00 -0.01
H -2.4407 -4.1395 -0.7865 0.00 0.00 0.00
N 3.1261 -0.4410 3.4524 0.03 0.03 0.02
H 1.4148 -1.5359 -2.9301 -0.01 -0.01 0.00
H 1.2023 6.4093 0.2388 0.01 0.01 0.00
N 1.7814 -0.2832 3.3707 -0.06 0.06 0.00
C -2.9835 -3.3828 -1.3511 -0.01 -0.01 0.00
H -3.5433 0.0167 -1.2141 0.01 0.00 0.00
O 3.5978 -1.2841 2.7196 -0.02 -0.01 0.03
H 0.9851 -0.1793 -3.9660 0.01 0.00 0.00
C -3.1755 -1.9232 0.6722 -0.01 0.00 0.01
H -2.3953 0.5011 -3.1533 -0.01 -0.02 0.02
C 0.8653 3.9656 1.6481 0.03 0.01 0.02
N -0.1170 0.8592 3.8272 0.09 -0.05 0.04
H -3.6369 -1.0708 -2.6111 0.01 0.00 -0.01
C 0.2148 -2.6489 -0.4508 0.01 -0.02 0.00
H 3.7901 1.8685 0.1849 0.00 0.00 0.00
C 1.1898 0.6835 4.0689 -0.09 -0.12 -0.11
```
Forces are in eV/Å.

DFT total energy = -60073.125 eV
HOMO level = -3.729 eV
Molar mass = 582.0 g/mol
Energy relative to the best compared isomer or geometry (same formula, charge and spin) = 39.09 kJ/mol
LUMO = 2.72 eV
Maximum force = 0.24 eV/A
Charge = -1
Kohn-Sham gap = 6.447 eV

Mulliken population analysis, charges in e, atoms 1 to 6: number 1, C, carries -1.07; number 2, H, carries 0.24; number 3, H, carries 0.54; number 4, P, carries 0.85; number 5, H, carries 0.60; number 6, N, carries -0.50